DFT (the ωB97M-V functional and the def2-TZVPD basis) results for C6H13IN as an isolated structure.

Structure (XYZ):
```
21
Properties=species:S:1:pos:R:3:lowdin_charge:R:1
C 0.096 1.849 0.353 -0.040
C -1.060 2.007 -0.566 -0.029
C 1.625 -2.435 -0.414 -0.189
C -1.770 0.250 0.950 0.017
C -0.098 -0.289 -0.786 -0.037
C 1.306 -1.090 0.279 -0.550
N -0.760 0.707 0.036 -0.310
I 3.203 0.052 0.039 0.842
H 1.007 1.746 -0.183 0.023
H 0.104 2.320 1.399 0.184
H -1.874 2.579 -0.223 0.113
H -0.967 2.271 -1.639 0.156
H 2.014 -2.180 -1.371 0.054
H 0.720 -2.976 -0.378 0.065
H 2.321 -2.755 0.284 0.042
H -1.347 -0.037 1.858 0.085
H -2.522 1.054 1.099 0.124
H -2.343 -0.672 0.557 0.149
H 0.043 0.013 -1.808 0.118
H -0.715 -1.300 -0.778 0.142
H 1.018 -1.116 1.293 0.041
```

Results
DFT total energy ... -16013.3641 eV
Highest occupied orbital energy ... -12.917 eV
Relative energy (zero: lowest compared OMol25 entry of this formula, charge and spin) ... 72.19 kcal/mol
Molecular weight ... 226.1 g/mol
F_max ... 0.120 hartree/bohr
HOMO-LUMO gap ... 9.87 eV
Charge ... +1